Model i:
Computed, not measured: C9H10N2O2 in the gas phase, with ωB97M-V/def2-TZVPD.

ORCA input file:
```
! wB97M-V def2-TZVPD RIJCOSX def2/J DEFGRID3
* xyz 0 1
H 2.45592 -2.35620 -0.09600
N 3.24640 -1.72086 -0.14774
C 2.88057 -0.51721 0.02227
N 3.82045 0.50934 0.02349
C 1.44823 -0.02478 0.34946
O 1.27456 1.18612 -0.31058
C -0.02592 1.75807 -0.07579
C -1.10607 0.72656 -0.09124
C -2.45209 1.05876 -0.03576
C -3.43990 0.05975 0.04265
C -3.03748 -1.27935 -0.03477
C -1.72528 -1.64756 -0.12509
C -0.76666 -0.65527 -0.12015
O 0.55541 -1.00651 -0.12133
H 3.52554 1.41792 -0.31919
H 4.71818 0.14167 -0.20353
H 1.31016 0.08556 1.44987
H -0.15929 2.41528 -0.97195
H -0.05638 2.28304 0.85381
H -2.77078 2.10832 0.00800
H -4.48624 0.27036 0.11438
H -3.76476 -2.09837 -0.08570
H -1.44458 -2.71462 -0.12513
*
```

Results
gap between HOMO and LUMO = 0.3533 hartree
SMILES = [H]/N=C(/N)[C@H]1OCc2ccccc2O1
E_HOMO = -8.830 eV

These are the natural (NBO) partial charges, in e, on atoms 1 to 8:
1. H 0.35
2. N -0.69
3. C 0.42
4. N -0.83
5. C 0.31
6. O -0.53
7. C -0.08
8. C -0.14

***

Model ii:
Computed, not measured: a molecular structure, C9H10N2O2, with ωB97M-V/def2-TZVPD.

ORCA input file:
```
! wB97M-V def2-TZVPD RIJCOSX def2/J DEFGRID3
* xyz 0 1
C -3.38897 -0.00086 0.12979
C -2.53527 -1.04261 0.45438
C -2.87033 1.26302 -0.10687
C -1.17267 -0.83311 0.54402
C -1.50836 1.48093 -0.04573
C -0.64207 0.43002 0.27778
C 2.52503 1.67326 -0.12242
C 2.09037 -0.57772 0.06621
C 1.75587 -1.44144 -1.12122
N 1.29985 1.79985 0.14463
N 0.70432 0.64807 0.39696
O 3.04521 0.38179 -0.17482
O 2.27328 -1.28442 1.20503
H -4.45368 -0.17421 0.07016
H -2.93306 -2.02920 0.64745
H -3.52823 2.08867 -0.33868
H -0.51849 -1.63553 0.84736
H -1.08530 2.45780 -0.22509
H 3.21256 2.47036 -0.30600
H 1.90562 -0.86634 -2.03089
H 0.72922 -1.79067 -1.07790
H 2.43186 -2.29619 -1.12179
H 2.66323 -0.72147 1.88763
*
```

Results
gap between HOMO and LUMO = 0.2973 hartree
E_HOMO = -7.380 eV

These are the natural (NBO) partial charges, in e, on atoms 1 to 8:
1. C -0.26
2. C -0.19
3. C -0.19
4. C -0.29
5. C -0.29
6. C 0.23
7. C 0.27
8. C 0.72

***

On energetic grounds, model i is preferred over the next structure by 0.0523 hartree.

***

Model i:
Computed, not measured: 3 unconnected molecules or ions with the total composition C5H16N2O2, with ωB97M-V/def2-TZVPD.

ORCA input file:
```
! wB97M-V def2-TZVPD RIJCOSX def2/J DEFGRID3
* xyz 0 1
C 1.95320 0.09921 -0.49631
C 0.44535 0.07890 -0.43518
C -0.30066 -0.02526 -1.54499
N 0.16823 -0.49651 -2.77652
C -0.17590 0.58812 0.83809
C 0.32226 -0.13946 2.11251
N 0.14707 -1.59182 2.13016
H 2.21928 1.15762 -0.39388
H 2.36044 -0.37132 -1.38722
H 2.46271 -0.39591 0.33654
H -1.35029 0.23954 -1.56251
H -0.56477 -0.81837 -3.38485
H 0.94651 -1.12984 -2.69892
H -1.25842 0.54278 0.86551
H 0.05908 1.63887 1.02124
H 1.39225 0.08189 2.14252
H -0.15650 0.34228 2.96280
H -0.11803 -1.92972 1.21732
H 1.04610 -2.06001 2.24338
O -0.53222 3.35117 -0.83682
H -1.48470 3.45986 -0.86568
H -0.32033 2.42208 -0.98701
O -2.59863 -1.58242 0.15762
H -2.93439 -2.14306 0.86710
H -1.72764 -1.31865 0.47508
*
```

Results
gap between HOMO and LUMO = 0.3281 hartree
SMILES = C/C(=C\N)CCN.O.O
E_HOMO = -8.216 eV

These are the natural (NBO) partial charges, in e, on atoms 1 to 8:
1. C -0.64
2. C -0.13
3. C 0.00
4. N -0.82
5. C -0.46
6. C -0.21
7. N -0.84
8. H 0.23

***

Model ii:
Computed, not measured: 2 unconnected molecules or ions with the total composition C5H16N2O2, with ωB97M-V/def2-TZVPD.

ORCA input file:
```
! wB97M-V def2-TZVPD RIJCOSX def2/J DEFGRID3
* xyz 0 1
C 2.28538 -0.98100 1.24369
N 1.96542 0.12079 0.33074
C 0.75486 0.84014 0.74985
C -0.37416 1.00853 -0.37082
C -1.56025 1.56836 0.42546
O -2.38999 2.30658 -0.48183
N -0.68270 -0.26472 -1.06108
C 0.18455 -0.54356 -2.23379
H 2.39106 -0.61482 2.30239
H 3.28105 -1.30701 0.97554
H 1.61493 -1.83747 1.42092
H 2.07230 -0.17577 -0.59644
H 1.08113 1.83474 1.10766
H 0.33176 0.25127 1.57140
H 0.03792 1.74258 -1.10263
H -2.24217 0.82466 0.89260
H -1.27615 2.29443 1.20547
H -2.83945 1.64101 -1.01138
H -1.62292 -0.19568 -1.42180
H -0.35208 -1.33983 -2.79302
H 1.05810 -1.06180 -1.86937
H 0.38475 0.30322 -2.89839
O -1.33280 -1.99450 1.61357
H -0.67663 -2.29915 0.97054
H -2.09389 -2.12100 1.03073
*
```

Results
gap between HOMO and LUMO = 0.3319 hartree
SMILES = CNC[C@H](CO)NC.O
E_HOMO = -8.473 eV

These are the natural (NBO) partial charges, in e, on atoms 1 to 8:
1. C -0.42
2. N -0.64
3. C -0.22
4. C -0.09
5. C -0.08
6. O -0.72
7. N -0.63
8. C -0.42

***

On energetic grounds, model i is preferred over the next structure by 0.0370 hartree.

***

Model i:
Computed, not measured: 14 unconnected molecules or ions with the total composition H27O14, with ωB97M-V/def2-TZVPD.

ORCA input file:
```
! wB97M-V def2-TZVPD RIJCOSX def2/J DEFGRID3
* xyz 0 2
O -3.05256 0.98894 1.56792
H -2.27057 -1.54129 -0.79364
O -1.04973 -1.10584 -1.29707
H -3.96766 1.36181 1.62615
H -0.56379 -2.45226 -3.74387
O -0.24624 1.72894 2.45789
H -1.81937 -1.68528 -2.98730
H 2.46859 -4.08196 0.07264
O 2.10936 -3.27144 0.26168
H -1.74242 -4.80290 1.27145
H 1.18260 -3.31402 0.62520
O -1.04771 -4.92760 0.67955
H 4.97814 -2.01699 -0.64419
H 0.19590 -0.32516 -0.45651
O 1.14762 -0.13375 -0.39152
H -3.91095 -1.07168 -1.14248
H -1.30653 4.51370 0.95689
O 4.16450 -1.45657 -0.79144
H -1.44398 1.09952 4.32499
H 1.56626 -0.30164 -1.16004
O -1.49094 -1.91779 -3.84035
H -0.09035 0.79507 2.23616
H 1.41465 -1.14534 -3.20180
O -2.05007 1.78977 4.17033
H -2.10637 1.67376 3.20016
H -0.41049 2.03617 1.50519
O 1.83476 4.09925 2.80120
H 1.00879 3.64433 2.94542
H 1.82067 4.49588 1.94530
O -1.48690 4.13363 0.13523
H 3.46282 -1.84860 -0.26074
H 0.84859 0.27830 -3.42813
O -3.38827 -1.71489 -0.88008
H 3.78884 2.33372 -1.47273
H -1.16100 3.32498 0.34480
O 1.65723 -0.21231 -3.15416
H -0.69495 -4.08252 0.28010
H -3.03677 0.33339 0.85794
O 2.91449 2.37470 -1.77298
H -0.67151 -1.78928 -0.75370
H 2.33672 1.56806 -1.71697
*
```

Results
gap between HOMO and LUMO (spin up / spin down) = 0.3419 / 0.1786 hartree
E_HOMO (spin up / spin down) = -10.438 / -10.437 eV

These are the natural (NBO) partial charges, in e, on atoms 1 to 8:
1. O -0.96
2. H 0.45
3. O -0.64
4. H 0.49
5. H 0.46
6. O -0.93
7. H 0.48
8. H 0.48

***

Model ii:
Computed, not measured: 14 unconnected molecules or ions with the total composition H27O14, with ωB97M-V/def2-TZVPD.

ORCA input file:
```
! wB97M-V def2-TZVPD RIJCOSX def2/J DEFGRID3
* xyz 0 2
O -2.38085 3.17095 -0.67176
H -2.81539 2.33391 -0.86186
O 3.68769 -2.33461 -1.60226
H 2.95004 -2.17651 -2.25408
H 4.19163 -1.53032 -1.78261
O 1.88431 0.48959 0.55317
H 0.61086 -0.02071 1.77924
H 2.68073 0.68877 0.02221
O 0.12993 2.00586 -0.25197
H 0.44053 2.17244 0.63761
H -0.61691 2.59064 -0.48861
O -2.56739 0.63339 1.52703
H -3.07226 2.26614 1.52482
H -3.01741 0.41989 2.35757
O 2.20506 -2.67285 0.52502
H 2.04047 -1.80200 0.90573
H 3.03653 -2.47310 0.01330
O 0.23174 -3.02842 -1.42006
H 0.89602 -2.84591 -0.71793
H 0.39431 -3.94689 -1.65116
O -0.15632 -0.43915 2.18487
H -0.27108 -1.36620 1.94459
H -1.69638 0.23746 1.74063
O 0.48070 0.24178 -1.39074
H 0.02810 1.11444 -1.28386
H 1.11073 0.18552 -0.59107
O 2.62113 2.17283 2.20119
H 2.21946 1.55275 1.53217
H 3.21025 1.57701 2.68533
O -3.87076 -0.08804 -0.67440
H -3.30272 -0.82530 -0.87192
H -3.47016 0.10503 0.20541
O -3.09064 3.17824 1.84265
H -2.50730 3.08256 2.60525
H -2.64743 3.49710 0.21881
O 1.85443 -1.34634 -3.20371
H 1.44147 -0.59389 -2.75274
H 1.11297 -1.96076 -3.29095
O -1.65222 -1.47868 -0.17541
H -1.29272 -2.04320 -0.87796
H -1.03114 -0.74343 -0.19154
*
```

Results
gap between HOMO and LUMO (spin up / spin down) = 0.3649 / 0.1841 hartree
E_HOMO (spin up / spin down) = -10.308 / -10.307 eV

These are the natural (NBO) partial charges, in e, on atoms 1 to 8:
1. O -1.00
2. H 0.49
3. O -0.99
4. H 0.51
5. H 0.47
6. O -0.71
7. H 0.50
8. H 0.50

***

On energetic grounds, model ii is preferred over the next structure by 0.1225 hartree.

***

Model i:
Computed, not measured: CH2N3P in the gas phase, with ωB97M-V/def2-TZVPD.

ORCA input file:
```
! wB97M-V def2-TZVPD RIJCOSX def2/J DEFGRID3
* xyz 0 1
C -0.53676 -0.57601 -0.40518
P -0.39270 1.18159 -0.24138
N 1.27250 0.87165 0.27876
N 1.51575 -0.34119 0.30031
N 0.52093 -1.18215 -0.09839
H -1.30377 -1.07526 -0.93288
H -1.07595 1.12136 1.09875
*
```

Results
gap between HOMO and LUMO = 0.3333 hartree
SMILES = C1=[PH]=NN=N1
E_HOMO = -9.910 eV

Formally, the natural (NBO) partial charges of the atoms, in units of the elementary charge, are as follows:
1. C -0.22
2. P 0.61
3. N -0.39
4. N 0.02
5. N -0.28
6. H 0.22
7. H 0.04

***

Model ii:
Computed, not measured: CH2N3P in the gas phase, with ωB97M-V/def2-TZVPD.

ORCA input file:
```
! wB97M-V def2-TZVPD RIJCOSX def2/J DEFGRID3
* xyz 0 1
C 0.48334 0.70261 0.04045
N -0.69469 1.15727 0.01469
N -1.81648 0.93896 -0.03501
N -1.12950 -1.68548 -0.00750
P 0.25715 -1.10881 -0.06878
H 1.38194 1.17781 -0.27874
H 1.51825 -1.18236 0.33490
*
```

Results
gap between HOMO and LUMO = 0.3102 hartree
E_HOMO = -9.294 eV

Formally, the natural (NBO) partial charges of the atoms, in units of the elementary charge, are as follows:
1. C -0.62
2. N 0.03
3. N 0.10
4. N -0.92
5. P 1.20
6. H 0.25
7. H -0.04

***

On energetic grounds, model i is preferred over the next structure by 0.0916 hartree.

***

Model i:
Computed, not measured: a gas-phase ion, C2H5O3Si (charge -1), with ωB97M-V/def2-TZVPD.

ORCA input file:
```
! wB97M-V def2-TZVPD RIJCOSX def2/J DEFGRID3
* xyz -1 1
O -2.50070 1.56637 -0.51586
C -1.60252 0.80926 0.03128
C -1.66342 -0.45451 0.40760
O -2.91139 -1.14437 0.25906
O -0.23447 1.40215 0.22900
Si 1.07616 0.64648 -0.27555
H -0.82330 -1.05542 0.88239
H -3.38030 -0.49514 -0.42056
H 1.60993 -0.64313 0.20339
H 1.22413 0.68959 -1.74545
H 2.18869 1.30827 0.37048
*
```

Results
gap between HOMO and LUMO = 0.2393 hartree
SMILES = [O-]/C(=C\O)O[SiH3]
E_HOMO = -2.679 eV

These are the natural (NBO) partial charges, in e, on atoms 1 to 8:
1. O -0.80
2. C 0.55
3. C -0.20
4. O -0.76
5. O -0.95
6. Si 1.26
7. H 0.17
8. H 0.48

***

Model ii:
Computed, not measured: a molecular structure, C2H5O3Si, with ωB97M-V/def2-TZVPD.

ORCA input file:
```
! wB97M-V def2-TZVPD RIJCOSX def2/J DEFGRID3
* xyz -1 1
C 1.45534 1.11595 -0.23604
C -1.21947 -1.03144 -0.60145
O 1.16757 1.63480 -1.32851
O 2.21205 1.44281 0.67842
O 1.74214 -1.77123 -0.30527
Si 0.73251 -0.64384 -0.17325
H -1.21908 -1.16714 -1.65152
H -1.60497 -1.86293 -0.03533
H -1.73604 -0.06451 -0.49534
H -0.92566 1.06316 1.72324
H -0.60437 1.28437 2.42505
*
```

Results
gap between HOMO and LUMO = 0.2848 hartree
E_HOMO = -3.865 eV

These are the natural (NBO) partial charges, in e, on atoms 1 to 8:
1. C 0.42
2. C -1.11
3. O -0.74
4. O -0.72
5. O -1.23
6. Si 1.71
7. H 0.23
8. H 0.22

***

On energetic grounds, model ii is preferred over the next structure by 0.0306 hartree.